Record 1
DFT (ωB97M-V/def2-TZVPD) results for a cluster of 7 separate species, C24H40F5O18 in total.

Each line ends with the Löwdin charge.
Atoms and positions in Å:
F1 -0.124 -0.969 0.387  -0.5475
C1 0.820 -2.296 -2.426  -0.0606
C2 1.347 -3.300 -1.370  -0.2647
O1 2.700 -3.439 -1.876  0.1321
C3 2.907 -2.777 -3.013  -0.5334
O2 4.011 -2.606 -3.593  0.0839
O3 1.763 -2.288 -3.456  0.1016
F2 0.617 -4.405 -1.435  0.0940
H1 0.472 -1.429 -1.933  0.0950
H2 -0.044 -2.754 -2.871  0.1344
H3 1.333 -3.083 -0.339  0.1298
C4 0.942 0.476 3.038  -0.0770
C5 0.839 1.675 2.175  -0.2780
O4 1.948 2.453 2.569  0.1813
C6 2.585 1.860 3.510  -0.6011
O5 3.469 2.418 4.157  0.1153
O6 2.140 0.622 3.753  0.0606
F3 -0.294 2.393 2.403  0.0745
H4 0.988 -0.469 2.541  0.0946
H5 0.249 0.326 3.746  0.1113
H6 0.930 1.488 1.136  0.1444
C7 -1.675 1.096 -1.700  -0.0735
C8 -1.896 2.544 -1.196  -0.2725
O7 -1.993 3.223 -2.366  0.2023
C9 -1.857 2.532 -3.370  -0.7499
O8 -1.997 2.962 -4.417  0.2269
O9 -1.592 1.287 -3.054  0.1290
F4 -0.787 2.776 -0.434  0.0630
H7 -2.632 0.396 -1.336  0.1781
H8 -0.892 0.703 -1.187  0.0631
H9 -2.721 2.501 -0.476  0.1555
C10 -2.672 -2.469 -0.488  -0.0131
C11 -2.217 -3.311 0.695  -0.2684
O10 -2.084 -4.646 0.173  0.1275
C12 -2.664 -4.697 -0.993  -0.6042
O11 -2.724 -5.807 -1.602  0.0632
O12 -3.075 -3.540 -1.424  0.0905
F5 -3.145 -3.216 1.699  0.0622
H10 -1.922 -1.848 -0.960  0.0953
H11 -3.549 -1.860 -0.313  0.1206
H12 -1.108 -3.147 0.930  0.1702
C13 -3.140 0.246 1.574  -0.0663
O13 -4.198 0.517 0.627  -0.2248
C14 -5.434 0.867 1.227  -0.2071
C15 -5.366 2.410 1.416  -0.3341
O14 -4.966 2.970 0.360  -0.1298
C16 -5.941 3.162 -0.693  -0.1543
C17 -5.316 3.633 -2.016  -0.1620
O15 -4.774 4.986 -1.750  -0.1803
C18 -4.286 5.526 -2.953  -0.1296
H13 -2.992 1.230 1.923  0.0589
H14 -2.270 -0.106 1.151  0.0289
H15 -3.403 -0.415 2.489  0.1287
H16 -5.732 0.347 2.143  0.1153
H17 -6.333 0.674 0.458  0.1461
H18 -4.684 2.470 2.303  0.1315
H19 -6.596 2.809 1.591  0.1832
H20 -6.790 3.838 -0.319  0.1528
H21 -6.311 2.238 -1.133  0.1112
H22 -6.199 3.663 -2.712  0.1375
H23 -4.626 2.820 -2.268  0.1241
H24 -5.078 5.354 -3.851  0.1334
H25 -3.371 5.111 -3.279  0.0417
H26 -4.075 6.568 -2.644  0.0947
C19 8.654 -1.745 -0.618  -0.1684
O16 7.477 -1.136 -0.314  -0.1825
C20 6.388 -1.129 -1.182  -0.1706
C21 5.068 -0.581 -0.561  -0.2899
O17 4.864 -1.212 0.515  -0.0641
C22 3.616 -1.049 1.138  -0.1438
C23 3.357 -2.072 2.294  -0.1028
O18 4.501 -2.341 3.225  -0.2153
C24 5.039 -1.384 4.187  -0.0547
H27 8.476 -2.850 -0.827  0.1086
H28 9.533 -1.478 0.022  0.0926
H29 9.182 -1.363 -1.524  0.0757
H30 6.147 -2.175 -1.613  0.1453
H31 6.739 -0.507 -2.037  0.1317
H32 4.318 -0.609 -1.277  0.1120
H33 5.406 0.354 -0.280  0.1126
H34 2.693 -1.059 0.473  0.1275
H35 3.361 -0.046 1.538  0.1136
H36 2.923 -2.960 1.994  0.0798
H37 2.472 -1.750 2.973  0.1257
H38 5.750 -1.749 4.964  0.1084
H39 4.149 -0.768 4.415  0.0793
H40 5.371 -0.685 3.566  0.0230

Computed properties:
2S+1: 1
Orbital gap in eV: 9.4
Net charge: -1
ΔE to the lowest compared entry with this formula, charge and spin in eV: 0.000
E_LUMO in Eh: 0.0816
HOMO in Eh: -0.265

---

Record 2
DFT (ωB97M-V/def2-TZVPD) results for a structure of composition C24H40N2O11.

Each line ends with the Löwdin charge.
Atoms and positions in Å:
C1 0.473 3.032 -2.590  0.0000
C2 1.515 2.257 -3.351  -0.2876
O1 2.478 2.783 -3.951  0.1001
N1 1.371 0.670 -3.414  0.1200
H1 2.286 0.241 -3.469  0.1763
H2 0.989 0.516 -2.519  0.0667
C3 0.726 0.225 -4.616  -0.0299
H3 -0.199 3.132 -3.341  0.0195
H4 0.966 4.255 -2.373  0.1968
H5 0.125 2.669 -1.452  0.1597
H6 0.710 -0.799 -4.760  0.1019
H7 1.318 0.775 -5.391  0.1428
H8 -0.242 0.448 -4.841  -0.0318
N2 0.910 -0.504 -0.564  -0.4983
O2 0.937 -1.608 -0.370  0.1622
O3 -0.056 0.126 -1.154  -0.0972
O4 1.993 0.196 -0.565  -0.0666
C4 4.623 -0.653 1.475  -0.0793
C5 4.933 0.727 0.881  -0.4165
C6 6.347 1.222 1.233  -0.0450
O5 4.900 0.530 -0.595  -0.1093
H9 3.961 -1.270 1.046  0.0224
H10 4.590 -0.439 2.555  0.0841
H11 5.443 -1.360 1.534  0.0759
H12 4.087 1.331 1.253  0.1212
H13 6.511 0.941 2.308  0.0947
H14 6.469 2.220 0.929  0.0565
H15 7.122 0.674 0.765  0.0625
H16 3.909 0.513 -0.800  0.0610
C7 -3.663 0.020 -3.504  -0.0251
C8 -2.200 0.376 -3.755  -0.4474
C9 -1.971 0.587 -5.262  -0.0943
O6 -1.770 1.529 -3.037  -0.0782
H17 -4.071 -0.691 -4.193  0.0748
H18 -4.492 0.936 -3.741  0.1681
H19 -3.879 -0.232 -2.655  -0.0579
H20 -1.628 -0.593 -3.593  0.1517
H21 -1.140 1.017 -5.695  0.0286
H22 -2.745 1.214 -5.813  0.1213
H23 -1.948 -0.343 -5.804  0.0943
H24 -1.676 1.304 -2.028  0.1218
C10 -3.211 1.094 1.376  -0.0122
C11 -2.301 0.024 0.826  -0.5276
C12 -2.949 -1.282 0.419  0.0101
O7 -1.510 0.598 -0.093  -0.0275
H25 -4.035 0.650 1.889  0.0710
H26 -3.774 1.398 0.504  0.0797
H27 -2.785 1.903 1.956  0.0727
H28 -1.776 -0.173 1.708  0.0664
H29 -2.207 -2.077 0.070  0.1257
H30 -3.506 -1.101 -0.416  0.0589
H31 -3.340 -1.822 1.096  0.0031
H32 -0.850 -0.014 -0.242  -0.1102
C13 -2.645 -3.607 3.857  0.0609
C14 -1.810 -4.864 3.742  0.1187
C15 -0.729 -4.761 2.666  -0.4464
O8 -0.085 -5.708 2.344  0.1194
C16 -0.483 -3.481 2.043  0.0885
C17 -1.310 -2.293 2.271  0.0364
C18 -2.362 -2.325 3.330  -0.4513
O9 -2.938 -1.336 3.642  0.1523
H33 -3.509 -3.837 4.310  0.0596
H34 -2.084 -5.883 4.252  0.1448
H35 0.040 -3.250 1.262  0.0305
H36 -1.056 -1.408 1.867  0.0251
C19 1.297 0.419 2.925  0.0706
C20 0.545 -0.048 4.153  0.0921
C21 -0.457 0.949 4.725  -0.4498
O10 -1.265 0.812 5.574  0.1321
C22 -0.686 2.148 3.927  0.0136
C23 0.110 2.557 2.801  0.0241
C24 0.937 1.592 2.109  -0.4901
O11 1.423 1.889 1.059  0.0967
H37 1.859 -0.320 2.237  0.1222
H38 0.792 -1.057 4.669  0.1372
H39 -1.384 2.956 4.048  0.1043
H40 0.030 3.686 2.309  0.1780

Computed properties:
2S+1: 1
Orbital gap in eV: 7.5
E_LUMO in Eh: -0.0666
HOMO in Eh: -0.343

---

Record 3
DFT (ωB97M-V/def2-TZVPD) results for a structure of composition C24H41AlI3N7O6.

Each line ends with the Löwdin charge.
Atoms and positions in Å:
Al1 0.125 -0.253 0.684  0.6463
I1 0.520 3.449 1.887  -0.0774
I2 2.339 -3.377 1.608  -0.0102
I3 -3.259 0.344 -1.279  -0.1026
C1 5.176 0.817 3.104  -0.0465
C2 3.837 0.517 2.679  -0.2642
N1 2.774 0.340 2.345  0.1508
H1 5.841 0.994 2.258  0.0874
H2 5.558 0.028 3.751  0.0881
H3 5.161 1.747 3.672  0.0864
C3 0.978 1.731 5.505  -0.0717
C4 0.658 0.568 4.609  -0.2600
N2 0.345 -0.321 3.913  0.1469
H4 1.878 1.584 6.102  0.0766
H5 0.166 2.065 6.151  0.0657
H6 1.084 2.599 4.855  0.0069
C5 -3.027 -3.877 -2.272  -0.0619
C6 -2.078 -3.322 -1.333  -0.3042
N3 -1.261 -2.921 -0.639  0.1666
H7 -3.347 -3.153 -3.020  0.0816
H8 -3.923 -4.243 -1.769  0.0836
H9 -2.552 -4.743 -2.734  0.0774
C7 -0.138 2.644 -4.079  -0.0506
C8 0.186 2.048 -2.812  -0.2617
N4 0.469 1.621 -1.762  0.1486
H10 -0.328 1.727 -4.636  0.0868
H11 0.709 3.116 -4.578  0.0919
H12 -1.089 3.166 -4.180  0.0803
C9 -2.653 1.980 4.783  -0.0600
C10 -2.477 1.199 3.590  -0.2813
N5 -2.259 0.570 2.629  0.1447
H13 -2.258 1.447 5.648  0.0811
H14 -3.684 2.326 4.857  0.0932
H15 -1.900 2.753 4.631  0.0699
C11 4.801 -1.808 -0.959  -0.0516
O1 4.986 -0.409 -1.166  -0.0258
C12 4.020 0.511 -0.957  -0.5914
O2 2.938 0.237 -0.461  -0.0448
O3 4.460 1.712 -1.258  0.0076
C13 3.596 2.839 -0.981  -0.0254
H16 4.504 -1.975 0.076  0.0091
H17 5.789 -2.251 -1.080  0.0907
H18 4.210 -2.180 -1.796  0.0769
H19 3.089 2.861 -0.017  0.0353
H20 2.785 2.956 -1.699  0.0686
H21 4.368 3.599 -1.105  0.0971
C14 -4.423 -2.608 1.725  -0.0315
O4 -3.619 -3.492 2.470  0.0338
C15 -2.389 -3.212 2.694  -0.6379
O5 -1.708 -2.305 2.265  -0.0053
O6 -1.884 -4.156 3.484  -0.0071
C16 -0.799 -3.923 4.324  -0.0777
H22 -5.401 -3.067 1.579  0.0919
H23 -4.093 -2.480 0.694  0.0621
H24 -4.583 -1.720 2.336  0.1027
H25 0.136 -3.496 3.963  0.0276
H26 -0.619 -4.920 4.726  0.0977
H27 -1.110 -3.200 5.078  0.0942
C17 -3.000 5.705 -3.055  -0.1011
C18 -2.115 5.469 -1.814  -0.2655
C19 -2.570 4.322 -0.904  -0.1979
C20 -3.752 4.804 -0.140  -0.2318
N6 -4.700 5.142 0.392  0.1359
H28 -2.613 6.282 -3.895  0.0707
H29 -4.015 5.950 -2.743  0.0722
H30 -3.157 4.717 -3.487  0.0536
H31 -2.055 6.405 -1.259  0.1040
H32 -1.073 5.370 -2.116  0.0950
H33 -1.744 3.976 -0.283  0.0394
H34 -2.922 3.461 -1.474  0.0344
C21 0.417 -3.666 -5.199  -0.0974
C22 0.808 -4.440 -3.946  -0.2608
C23 1.923 -3.770 -3.200  -0.1894
C24 1.587 -2.509 -2.553  -0.2267
N7 1.346 -1.513 -2.042  0.1848
H35 1.297 -3.458 -5.808  0.0781
H36 -0.141 -2.760 -4.964  0.0746
H37 -0.261 -4.308 -5.760  0.0713
H38 1.066 -5.442 -4.289  0.1112
H39 -0.010 -4.633 -3.251  0.0956
H40 2.677 -3.439 -3.914  0.1207
H41 2.383 -4.344 -2.395  0.1238

Computed properties:
2S+1: 1
Orbital gap in eV: 3.2
E_LUMO in Eh: -0.1678
HOMO in Eh: -0.286

---

The records above yield max |F| values of 9.22; 11.82; 3.66 eV/A, respectively.